[1]
A structure of composition C20H18B2F4IrN8O4Se in a non-equilibrium geometry, computed with the ωB97M-V functional and the def2-TZVPD basis.

Expectation value of S²: 0.89
HOMO energy (spin up / spin down) (eV): -21.72 / -21.68
Frontier orbital gap (spin up / spin down) (eV): 6.2 / 6.1

```
! wB97M-V def2-TZVPD RIJCOSX def2/J DEFGRID3
* xyz 4 2
Ir -0.2554 -1.3599 0.1503
C -1.9923 -5.1798 -0.8539
C -1.7391 -3.7850 -0.5049
N -0.4204 -3.3000 -0.3133
O 0.4785 -4.1046 -0.4328
B 2.3606 -3.3376 0.9901
F 3.1074 -4.3838 0.9330
F 1.4177 -3.1402 1.9102
O 2.6080 -2.3284 0.0459
N 1.8205 -1.2050 0.1014
C 2.4602 -0.1185 -0.1296
C 3.9025 -0.1298 -0.4992
C 1.6767 1.2141 -0.0428
N -0.4290 0.7861 0.1203
O -1.6793 1.3383 0.1185
B -2.6910 0.5941 0.9734
F -2.0584 0.1603 2.1177
F -3.7650 1.3542 1.0880
O -3.1206 -0.6759 0.1796
N -2.2648 -1.6210 0.0432
C -2.7498 -2.8227 -0.3081
C -4.1971 -3.1147 -0.4576
C 2.6294 2.4207 -0.1144
H -1.0960 -5.7934 -0.8343
H -2.4390 -5.2112 -1.8595
H -2.7566 -5.5831 -0.1780
H 4.2329 -1.1368 -0.7414
H 4.5180 0.2471 0.3232
H 4.0662 0.5184 -1.3619
H -4.8072 -2.2274 -0.3125
H -4.4826 -3.8697 0.2816
H -4.3920 -3.5329 -1.4482
H 3.6636 2.1070 -0.0677
H 2.4922 3.1118 0.7124
H 2.5258 2.9827 -1.0406
Se -0.6941 6.0473 0.0554
N -0.3139 4.8818 1.3358
C -0.0579 3.7100 0.7846
C 0.2729 2.6143 1.6752
C 0.2863 2.8293 3.0544
C 0.4846 1.7516 3.8823
C 0.6351 0.3997 3.3429
N 0.6748 0.1823 2.0860
C 0.5732 1.2534 1.1503
C 0.3923 1.2062 -1.0399
N 0.3503 0.1105 -1.9606
C 0.1998 0.3256 -3.2122
C 0.0399 1.6764 -3.7601
C -0.0554 2.7643 -2.9381
C 0.0542 2.5691 -1.5488
C -0.1426 3.6851 -0.6613
N -0.4622 4.8470 -1.2157
H 0.1055 3.8194 3.4574
H 0.4738 1.8792 4.9609
H 0.6867 -0.4440 4.0243
H 0.1674 -0.5222 -3.8904
H -0.0561 1.7850 -4.8359
H -0.2390 3.7552 -3.3346
*
```

---

[2]
A cluster of 11 separate species, C39H70O33 in total in a non-equilibrium geometry, computed with the ωB97M-V functional and the def2-TZVPD basis.

HOMO energy (eV): -10.62
Frontier orbital gap (eV): 10.6
Structure (SMILES): C[C@H]1COC(=O)O1.C[C@H]1COC(=O)O1.CCOC(=O)OC.CCOC(=O)OC.CCOC(=O)OC.CCOC(=O)OC.COC(=O)OC.COC(=O)OC.COC(=O)OC.O=C1OCCO1.O=C1OCCO1

```
! wB97M-V def2-TZVPD RIJCOSX def2/J DEFGRID3
* xyz 0 1
C 3.8932 5.6769 1.5245
C 4.1318 4.1775 1.6275
C 5.1532 3.8516 2.7332
O 4.6568 2.7064 3.3006
C 3.3592 2.5813 3.0527
O 2.6740 1.6928 3.5455
O 2.9743 3.4816 2.1312
H 3.2099 5.9635 2.3233
H 3.5152 5.9052 0.5281
H 4.8253 6.2366 1.6048
H 4.3082 3.7100 0.6587
H 5.2157 4.6916 3.4258
H 6.0855 3.8045 2.1695
C -0.1817 -0.9805 3.5332
C -1.6522 -0.6518 3.8605
C -2.2690 -1.6029 4.9020
O -2.7380 -0.7620 5.9415
C -2.6723 0.5024 5.4868
O -3.1539 1.4930 5.9898
O -1.7618 0.6035 4.4739
H 0.3239 -1.2156 4.4703
H 0.3906 -0.1507 3.1182
H -0.1489 -1.8633 2.8941
H -2.3135 -0.8002 3.0058
H -1.4755 -2.2997 5.1757
H -3.0943 -2.2323 4.5688
C -3.4525 -2.9112 1.2660
C -4.3550 -1.7205 1.0154
O -4.8437 -1.2381 2.2976
C -6.0870 -1.6096 2.6567
O -6.9158 -2.2010 1.9578
O -6.3418 -1.0801 3.8954
C -7.4967 -1.4825 4.6218
H -2.5397 -2.6089 1.7780
H -3.2016 -3.2391 0.2560
H -3.9873 -3.7030 1.7899
H -5.1316 -1.9536 0.2883
H -3.6988 -0.9734 0.5681
H -7.2990 -2.2231 5.3959
H -8.3519 -1.7651 4.0076
H -7.9286 -0.6205 5.1315
C -2.1684 -0.9022 -2.2833
C -1.0730 -0.2142 -1.4615
O -0.2174 -1.1700 -0.8255
C 0.8730 -0.7031 -0.1317
O 1.2165 0.4858 0.0456
O 1.5410 -1.7043 0.2963
C 2.5950 -1.6542 1.2514
H -2.7780 -0.1200 -2.7364
H -2.8675 -1.3868 -1.6000
H -1.8216 -1.6377 -3.0081
H -1.4033 0.4998 -0.7079
H -0.4562 0.3610 -2.1547
H 2.5323 -0.8329 1.9659
H 3.5604 -1.6360 0.7496
H 2.6120 -2.5379 1.8888
C 6.1889 0.6101 1.7444
C 5.7644 -0.8512 1.6932
O 6.8120 -1.6855 2.1853
C 6.9732 -2.9918 1.9185
O 8.0209 -3.6227 2.1615
O 5.9649 -3.4620 1.1965
C 6.0303 -4.7366 0.6099
H 6.4915 1.1257 2.6543
H 5.4382 1.2260 1.2482
H 7.0588 0.6835 1.0887
H 5.5473 -1.1302 0.6626
H 4.8816 -0.9464 2.3258
H 7.0513 -4.9171 0.2669
H 5.4710 -4.8750 -0.3143
H 5.9180 -5.6119 1.2504
C -5.7482 -1.1173 -2.6766
C -5.3467 -1.2045 -4.0966
O -5.0364 0.1007 -4.4891
C -4.8820 0.4151 -5.7510
O -4.8792 -0.4072 -6.7149
O -4.6497 1.7223 -5.8268
C -4.8516 2.4725 -7.0558
H -6.8189 -0.9486 -2.5535
H -5.2175 -0.3893 -2.0640
H -5.6517 -2.0742 -2.1604
H -6.0887 -1.6455 -4.7622
H -4.4644 -1.8399 -4.1936
H -4.9019 1.9113 -7.9869
H -4.1270 3.2673 -7.2412
H -5.6629 3.1579 -6.8081
C -1.6784 2.4328 -4.7922
O -2.1248 3.6486 -5.3855
C -1.4656 4.2784 -6.4170
O -1.8538 5.3477 -6.9504
O -0.3614 3.5886 -6.7550
C 0.3608 4.0197 -7.9235
H -2.3215 1.9852 -4.0341
H -0.7663 2.5466 -4.2045
H -1.5553 1.6195 -5.5076
H 1.3037 3.4910 -8.0532
H 0.5851 5.0640 -7.7052
H -0.1806 3.9594 -8.8670
C -3.0558 -4.8572 -2.5696
O -1.7187 -5.0804 -3.0126
C -1.5357 -5.2913 -4.3103
O -2.3824 -5.6876 -5.0852
O -0.2236 -4.9411 -4.6600
C 0.7232 -4.4515 -3.6996
H -3.7923 -5.1720 -3.3093
H -3.2599 -3.7970 -2.4190
H -3.3347 -5.4345 -1.6890
H 0.3819 -3.7047 -2.9818
H 1.6180 -3.9865 -4.1111
H 0.9758 -5.3576 -3.1483
C 3.7771 -4.1496 3.8564
O 4.2233 -2.8523 4.2888
C 3.4094 -2.0893 5.0919
O 2.2492 -2.3188 5.3967
O 4.2348 -1.1650 5.6473
C 3.7232 -0.0369 6.3796
H 3.8805 -4.1477 2.7722
H 2.7086 -4.2453 4.0532
H 4.2851 -4.9411 4.4052
H 4.2809 0.8471 6.0741
H 3.9598 -0.1837 7.4335
H 2.6504 -0.0080 6.1941
O -3.0655 1.9378 0.3198
C -2.1389 2.4890 0.9114
O -1.8004 3.7709 0.8523
C -0.9258 4.1207 1.9718
C -0.4342 2.7186 2.4055
O -1.4112 1.9211 1.8067
H -0.0814 4.7067 1.6126
H -1.4840 4.6178 2.7641
H -0.3717 2.5491 3.4788
H 0.5193 2.5353 1.9099
O 4.9929 4.2190 -2.6739
C 3.8823 3.8787 -2.4451
O 3.2787 2.7314 -2.8298
C 1.8957 2.8562 -2.6265
C 1.7536 3.9761 -1.6444
O 3.0612 4.5584 -1.6795
H 1.4746 3.1580 -3.5868
H 1.5996 1.8575 -2.3079
H 1.3970 3.4737 -0.7449
H 1.0828 4.7221 -2.0677
*
```

---

[3]
A cluster of 12 separate species, C24H56N8O24 in total in a non-equilibrium geometry, computed with the ωB97M-V functional and the def2-TZVPD basis.

HOMO energy (eV): -9.89
Frontier orbital gap (eV): 9.7
Structure (SMILES): C[N+](=O)[O-].C[N+](=O)[O-].C[N+](=O)[O-].C[N+](=O)[O-].C[N+](=O)[O-].C[N+](=O)[O-].C[N+](=O)[O-].C[N+](=O)[O-].CCOC(C)=O.CCOC(C)=O.CCOC(C)=O.CCOC(C)=O

```
! wB97M-V def2-TZVPD RIJCOSX def2/J DEFGRID3
* xyz 0 1
C 2.6276 -3.4140 -1.4944
N 3.0202 -3.1470 -0.0981
O 2.6002 -2.1390 0.4217
O 3.6669 -3.9894 0.4691
H 2.8923 -2.5776 -2.1227
H 1.5666 -3.6462 -1.4645
H 3.1688 -4.2943 -1.8254
C 0.7394 0.1412 -1.0566
N -0.6159 0.4421 -0.5554
O -1.4329 0.8750 -1.3496
O -0.8393 0.2934 0.6164
H 1.4314 -0.0284 -0.2444
H 1.0935 0.9449 -1.6956
H 0.6375 -0.7396 -1.6907
C 0.8771 0.1130 -6.7080
N 1.4637 0.5895 -5.4418
O 1.0435 1.5775 -4.9181
O 2.3881 -0.0538 -5.0324
H 0.4033 -0.8454 -6.4834
H 1.7184 -0.1502 -7.3445
H 0.1764 0.7521 -7.2257
C 3.2037 2.4953 0.8401
N 3.1324 3.4157 2.0171
O 4.0509 4.1481 2.1782
O 2.1716 3.3558 2.7353
H 2.4806 1.7110 1.0487
H 4.1963 2.0771 0.7831
H 2.8552 3.0832 0.0008
C -1.8696 2.1400 2.9789
N -0.8366 3.0058 3.6395
O -0.0795 2.4471 4.3856
O -0.8251 4.1776 3.3802
H -2.0870 2.5299 1.9932
H -2.7686 2.2916 3.5813
H -1.5018 1.1297 2.9869
C -3.6952 3.5057 -1.7253
N -3.1517 3.5085 -3.0989
O -2.6337 4.5148 -3.4994
O -3.2881 2.5055 -3.7456
H -3.2542 2.6090 -1.2897
H -4.7732 3.4250 -1.7367
H -3.3245 4.3796 -1.2101
C 4.8757 2.1009 -4.0500
N 4.2252 1.4180 -2.9122
O 3.6450 2.1302 -2.1229
O 4.3870 0.2381 -2.8054
H 4.1750 2.8498 -4.4100
H 5.1480 1.3727 -4.7974
H 5.7265 2.6430 -3.6458
C -2.5939 -0.1585 -4.9832
N -1.9763 -1.4982 -4.9514
O -2.6073 -2.4178 -5.4108
O -0.8900 -1.6043 -4.4246
H -1.9710 0.4870 -5.5908
H -2.6806 0.1941 -3.9594
H -3.5957 -0.2160 -5.3911
C 4.9791 -2.3700 4.6892
C 3.7356 -3.1076 4.2327
O 2.7595 -2.2476 3.6047
C 2.1394 -1.3727 4.3811
C 1.1013 -0.5993 3.6328
O 2.3577 -1.2448 5.5509
H 5.6799 -2.1901 3.8750
H 5.5030 -2.9787 5.4318
H 4.7083 -1.4563 5.2091
H 3.9435 -3.8749 3.4965
H 3.2475 -3.5402 5.1117
H 1.2162 0.4767 3.7121
H 0.1070 -0.9850 3.8540
H 1.1898 -0.8235 2.5543
C -0.6100 -2.9577 0.4574
C -1.0149 -4.3475 0.8621
O -1.7549 -5.0888 -0.1225
C -1.0635 -5.5876 -1.1432
C -1.9131 -6.3500 -2.1092
O 0.1162 -5.4405 -1.2634
H -0.0502 -2.9657 -0.4754
H 0.1328 -2.5778 1.1705
H -1.4314 -2.2465 0.4634
H -0.1097 -4.9088 1.1278
H -1.5944 -4.3561 1.7850
H -2.5818 -7.0370 -1.5890
H -1.2549 -6.9216 -2.7520
H -2.5222 -5.6526 -2.6720
C -2.6388 -1.3638 2.8984
C -2.9491 -1.2431 4.3784
O -4.3521 -1.2140 4.6970
C -5.0440 -2.3304 4.5067
C -6.4794 -2.2299 4.9483
O -4.5799 -3.3285 4.0273
H -2.8093 -2.3870 2.5676
H -1.5490 -1.2633 2.8066
H -3.0899 -0.6350 2.2320
H -2.4458 -2.0375 4.9351
H -2.5507 -0.3095 4.7783
H -6.6288 -1.8101 5.9391
H -6.8838 -3.2333 4.8844
H -7.0267 -1.5890 4.2506
C -1.3090 5.5462 0.5218
C -0.7249 4.1878 0.1423
O -0.3161 4.0970 -1.2002
C 0.6812 4.9146 -1.5875
C 1.3331 4.4565 -2.8502
O 1.0608 5.8365 -0.9534
H -0.5652 6.2739 0.8207
H -2.0223 5.4282 1.3380
H -1.8263 5.9400 -0.3594
H 0.1106 3.9285 0.8086
H -1.4728 3.4370 0.3960
H 1.9980 5.2348 -3.2173
H 0.6787 4.2012 -3.6870
H 1.8894 3.5454 -2.6419
*
```

---

[4]
A cluster of 2 separate species, C4H14N2O in total in a non-equilibrium geometry, computed with the ωB97M-V functional and the def2-TZVPD basis.

Expectation value of S²: 0.76
HOMO energy (spin up / spin down) (eV): -14.61 / -14.35
Frontier orbital gap (spin up / spin down) (eV): 11.4 / 5.0

```
! wB97M-V def2-TZVPD RIJCOSX def2/J DEFGRID3
* xyz 1 2
N 0.5383 0.3945 1.1427
C 1.1772 -1.4363 -1.2436
C 0.6069 -0.0174 -1.3446
C -0.2443 0.3980 -0.1594
C -1.0940 1.6628 -0.3239
N -2.1066 1.7510 0.7871
H -0.0054 1.0926 1.6597
H 1.5325 0.5520 0.9683
H 0.2634 -2.2110 -1.0727
H 1.8485 -1.6307 -0.3777
H 1.7146 -1.6289 -2.1596
H 1.3840 0.6993 -1.6102
H -0.0572 -0.0438 -2.2574
H -0.9060 -0.4820 -0.0562
H -1.6054 1.5964 -1.2558
H -0.4543 2.5380 -0.2692
H -2.3583 0.8131 1.0914
H -2.9023 2.2623 0.4084
H 0.4867 -2.2904 2.6201
H 1.0209 -1.5745 1.5089
O 1.1608 -2.4451 1.9436
*
```

---

[5]
A structure of composition C3H7NO in a non-equilibrium geometry, computed with the ωB97M-V functional and the def2-TZVPD basis.

HOMO energy (eV): -9.74
Frontier orbital gap (eV): 10.5

```
! wB97M-V def2-TZVPD RIJCOSX def2/J DEFGRID3
* xyz 0 1
C -0.9939 0.3013 -0.0750
C 0.3307 -0.1212 0.4535
C 0.6262 -1.5949 0.2627
H -1.6166 2.2015 0.8812
H -1.3860 2.0769 -1.2503
H -0.9819 0.0711 -1.2132
H -1.9131 0.0046 0.3952
H 0.6004 0.4120 1.3841
H 1.1539 -2.2108 1.0413
H -0.1208 -2.1323 -0.4425
N -0.8450 1.8376 -0.0790
O 1.3001 -0.5997 -0.5112
*
```

---

[6]
The ion C4H9NO4P with charge -1 in a non-equilibrium geometry, computed with the ωB97M-V functional and the def2-TZVPD basis.

HOMO energy (eV): -4.34
Frontier orbital gap (eV): 8.3
Structure (SMILES): N[C@@]1([P@](=O)([O-])O)C[C@@H]1CO

```
! wB97M-V def2-TZVPD RIJCOSX def2/J DEFGRID3
* xyz -1 1
N -0.4872 -1.8259 -1.0328
C -0.3074 -0.8332 -0.0539
P -1.8313 0.2219 0.1636
O -1.7103 1.0302 1.4145
O -2.8879 -0.7228 -0.1215
O -1.2616 1.3436 -1.0065
C 0.5982 -1.1116 1.0805
C 1.2867 -0.0806 0.1540
C 1.5397 1.3090 0.4244
O 1.2278 2.2654 -0.6195
H -0.7119 -2.6813 -0.5466
H -1.2487 -1.5100 -1.6192
H -1.1640 0.8868 -1.8156
H 0.9928 -2.1603 1.0649
H 0.2660 -0.8668 2.0111
H 1.8798 -0.5759 -0.5496
H 2.5905 1.6798 0.7378
H 0.8435 1.5292 1.2489
H 0.3851 2.1025 -0.9346
*
```

---

Table of ΔE to the lowest compared entry with this formula, charge and spin (eV), in record order: 5.666, 2.322, 0.240, 1.856, 5.057, 1.593
Table of energy (eV), in record order: -121505.728, -109142.616, -86835.648, -9392.713, -6757.693, -23265.034